{"formula": "C24H51Br8N5O4", "method": "ωB97M-V/def2-TZVPD", "orbital_gap_ev": 9.0, "e_lumo_ev": -0.28, "total_energy_ha": -22111.69435, "de_lowest_kj_mol": 464.1, "species": ["C", "N", "C", "C", "O", "H", "H", "H", "H", "H", "H", "H", "C", "N", "C", "C", "O", "H", "H", "H", "H", "H", "H", "H", "C", "N", "C", "C", "O", "H", "H", "H", "H", "H", "H", "H", "C", "N", "C", "C", "O", "H", "H", "H", "H", "H", "H", "H", "Br", "C", "C", "Br", "H", "H", "H", "H", "Br", "C", "C", "Br", "H", "H", "H", "H", "Br", "C", "C", "Br", "H", "H", "H", "H", "Br", "C", "C", "Br", "H", "H", "H", "H", "C", "C", "C", "C", "N", "H", "H", "H", "H", "H", "H", "H"], "xyz": [[-3.65538, -4.24999, -2.41274], [-4.70273, -4.30583, -3.41784], [-6.09645, -4.29780, -2.93660], [-4.30590, -4.17161, -4.65193], [-5.03312, -4.33599, -5.64730], [-3.73271, -5.09981, -1.73457], [-3.70998, -3.39538, -1.73838], [-2.63492, -4.20663, -2.79334], [-6.21419, -3.68112, -2.04555], [-6.76839, -3.92816, -3.71117], [-6.29265, -5.34882, -2.72454], [-3.20605, -4.20458, -4.69003], [5.80393, -0.82184, -4.06453], [6.93140, -1.68978, -3.67970], [6.97990, -2.17984, -2.28448], [7.96922, -1.96704, -4.51511], [8.73507, -2.91843, -4.33459], [5.80745, -0.39166, -5.06605], [5.73166, -0.24703, -3.14124], [4.89635, -1.41940, -3.97895], [6.74942, -1.43001, -1.52769], [6.26357, -2.93216, -1.95433], [7.71225, -2.91015, -1.94037], [8.11897, -1.41119, -5.45362], [-2.04008, 1.13063, -10.82636], [-2.03543, 1.63151, -9.41558], [-1.27476, 2.91652, -9.19911], [-2.94819, 1.20219, -8.48189], [-2.86288, 1.45594, -7.25669], [-2.33484, 0.08575, -10.92354], [-1.02011, 1.07605, -11.20684], [-2.68900, 1.90011, -11.24458], [-1.81203, 3.77907, -9.59337], [-1.01806, 2.97978, -8.14166], [-0.25404, 2.96914, -9.57788], [-3.66251, 0.47456, -8.89724], [8.07524, 2.80462, 5.69807], [6.71537, 2.64979, 5.32031], [6.45959, 2.65685, 3.87739], [5.70732, 2.61812, 6.20459], [4.50886, 2.70274, 6.02180], [8.35938, 3.82090, 5.42503], [8.77271, 2.21027, 5.10783], [8.23692, 2.60036, 6.75648], [5.53526, 2.09038, 3.76411], [6.19790, 3.68542, 3.62904], [7.25367, 2.28205, 3.23159], [6.00333, 2.67975, 7.26326], [-6.06266, -3.39677, 2.94670], [-7.39525, -4.99266, 3.12337], [-7.71642, -5.21976, 4.61448], [-9.43586, -6.19334, 4.75815], [-7.17175, -5.90894, 2.57695], [-8.29211, -4.77690, 2.54269], [-7.96657, -4.25257, 5.05046], [-6.89780, -5.73168, 5.12034], [-0.58806, 3.13870, 1.80126], [-1.62646, 1.97786, 0.56179], [-0.65504, 1.84986, -0.62291], [1.02670, 0.84304, 0.13057], [-2.52305, 2.52484, 0.27016], [-2.02111, 1.08969, 1.05525], [-0.32068, 2.85099, -0.89500], [-0.90380, 1.36295, -1.56585], [-1.65976, 4.28044, 9.90729], [-1.35221, 2.72043, 8.58542], [-2.53668, 1.68510, 8.56716], [-4.34298, 2.53970, 8.37939], [-0.51211, 2.11808, 8.93112], [-0.94877, 3.09373, 7.64415], [-2.84278, 1.17132, 9.47844], [-2.28447, 0.97664, 7.77812], [-3.98587, 9.39624, -2.38702], [-2.09519, 9.74434, -2.98537], [-1.28357, 8.49246, -2.67054], [0.70946, 8.68414, -2.79263], [-1.65573, 10.65877, -2.58687], [-2.03749, 9.75026, -4.07383], [-1.60484, 7.83474, -3.47818], [-1.68101, 7.99426, -1.78627], [1.45475, -2.78066, 5.03076], [0.48940, -3.76873, 4.35165], [1.24188, -5.04369, 3.93601], [2.29205, -5.59278, 4.84041], [3.11342, -6.04091, 5.55131], [1.16365, -1.73378, 4.94479], [2.50952, -2.93490, 4.80323], [1.32294, -2.93862, 6.10117], [-0.12203, -3.37611, 3.53918], [-0.32829, -4.06097, 5.01051], [1.61988, -4.91206, 2.92216], [0.68676, -5.98107, 3.90035]], "forces_ev_per_a": [[-0.1, 0.0, 1.3], [0.2, 1.4, 2.9], [0.7, -0.6, -0.7], [-1.0, -2.0, -3.6], [1.0, 1.0, 1.2], [0.1, -0.3, -0.1], [-0.4, 0.4, -0.1], [-0.3, -0.3, -0.5], [0.2, -0.1, 0.0], [0.2, -0.2, -0.1], [-0.6, 0.1, 0.3], [0.0, 0.6, -0.5], [-0.1, -1.5, 2.1], [0.8, -0.3, -0.1], [-1.2, -1.0, 0.6], [0.8, -2.4, 0.1], [-0.4, 1.2, 0.2], [0.6, 0.3, 0.5], [-0.3, 1.5, -0.8], [-0.2, -0.3, -0.4], [0.7, 0.6, -0.3], [-1.7, 0.0, -1.2], [1.7, 1.2, -0.9], [-0.7, 0.5, 0.3], [-0.2, 0.8, 1.6], [1.0, 0.5, -0.1], [0.1, -1.2, 0.8], [1.9, 0.1, 2.2], [-0.7, -0.1, -2.9], [-0.8, 0.3, 0.3], [0.0, 0.8, 0.0], [0.2, -0.7, -1.5], [-0.2, 0.0, 0.3], [-0.9, 0.3, 0.2], [-0.2, -0.7, -0.9], [-0.1, 0.1, 0.1], [0.9, 0.7, 0.1], [0.1, -1.3, -1.1], [-1.6, 0.5, 0.8], [-0.5, 1.1, 1.3], [-0.1, -0.5, -1.2], [0.3, 0.4, 0.5], [-0.3, -0.6, 0.0], [-0.1, 0.2, -0.1], [0.1, -0.1, -0.4], [0.2, 0.1, -0.5], [0.1, -0.1, 0.5], [0.8, -0.4, 0.0], [-1.2, -1.9, 0.0], [-0.6, 0.2, 0.0], [-0.2, 0.8, -1.1], [0.8, 0.0, -0.1], [1.5, 0.1, 0.4], [-0.1, 1.2, 0.4], [0.3, -0.3, 0.2], [-0.4, 0.0, 0.1], [-1.1, -0.3, 0.2], [0.4, 0.7, -0.6], [1.1, -0.5, 0.9], [-1.3, 0.6, -1.2], [0.2, 0.4, -0.1], [0.8, -0.1, 0.0], [0.3, -0.2, 0.2], [-0.4, -0.5, 0.5], [0.5, -1.6, -1.3], [-0.7, -0.7, 1.6], [-0.2, 1.7, -0.1], [0.6, -0.2, -0.7], [0.1, 0.3, 0.7], [-1.0, 0.4, -0.1], [1.3, 0.1, 0.1], [-0.6, 0.0, -0.1], [1.3, 0.5, -0.5], [0.7, -0.4, -0.3], [-0.9, -0.6, -0.4], [-1.5, 0.0, 0.3], [-0.6, 0.0, 0.3], [-0.7, 0.8, 0.1], [0.7, -0.4, 0.0], [1.0, 0.2, 0.5], [-1.0, 0.1, 0.8], [-0.1, -0.6, 0.5], [0.3, -1.1, -0.1], [2.2, 0.1, 1.6], [-2.2, 1.1, -1.9], [0.1, 0.0, -0.6], [-0.2, 0.1, -0.3], [0.5, -0.2, 0.2], [0.8, 0.1, -0.6], [0.3, 0.0, 0.6], [0.5, -0.1, 0.1], [-1.1, 0.4, -0.4]]}

{"formula": "C2H4N2P2", "method": "ωB97M-V/def2-TZVPD", "orbital_gap_ev": 9.7, "e_lumo_ev": 0.57, "total_energy_ha": -870.76983, "de_lowest_kj_mol": 6.5, "species": ["P", "C", "C", "N", "N", "P", "H", "H", "H", "H"], "xyz": [[-1.96543, 0.14533, 1.22894], [-0.43837, -0.29128, 0.22736], [0.58225, 0.63296, -0.04870], [1.44916, 0.19430, -0.90397], [1.21526, -0.97860, -1.36047], [-0.14666, -1.77727, -0.57271], [-1.65455, 1.40948, 0.96977], [-1.31741, 0.36188, 2.40513], [0.58513, 1.68361, 0.29109], [1.69062, -1.38039, -2.23643]], "forces_ev_per_a": [[0.2, -2.0, -1.0], [-1.0, -0.8, 0.9], [-1.0, 0.1, 0.2], [2.4, 2.6, -1.5], [-1.3, -3.5, -0.5], [0.5, 1.0, -0.9], [-0.3, 2.4, -0.6], [0.6, -0.3, 1.4], [0.4, -0.8, -0.1], [-0.5, 1.3, 2.2]]}

{"formula": "C4H11N2O", "method": "ωB97M-V/def2-TZVPD", "orbital_gap_ev": 9.8, "e_lumo_ev": -4.20, "total_energy_ha": -343.36977, "de_lowest_kj_mol": 510.4, "charge": 1, "species": ["C", "C", "C", "C", "N", "N", "O", "H", "H", "H", "H", "H", "H", "H", "H", "H", "H", "H"], "xyz": [[1.05083, 1.03213, -0.71759], [-0.68388, 0.38475, 0.13882], [-1.81138, 0.26994, 0.99798], [1.55031, -1.30796, 0.31349], [-0.32745, 1.59637, -0.50852], [0.77560, -0.03371, 0.33964], [-0.78278, -0.93399, -1.42708], [1.07812, 0.53429, -1.69776], [1.81845, 1.74815, -0.43124], [-2.22018, -0.77489, 1.20034], [-2.65932, 0.97307, 0.68390], [-1.57826, 0.58435, 2.04879], [2.63404, -1.14882, 0.42978], [1.22808, -1.89492, 1.22306], [1.40090, -1.69795, -0.73735], [-0.80117, 1.73091, -1.40483], [0.96981, 0.25445, 1.24727], [-1.64173, -1.31616, -1.69871]], "forces_ev_per_a": [[-0.8, 0.5, 0.1], [0.4, -1.7, -4.8], [-2.8, -0.8, 2.6], [-0.8, -1.5, -1.2], [1.0, -2.3, 0.4], [-0.3, 1.0, -1.1], [0.2, 1.7, 1.9], [0.6, 0.2, 0.5], [0.3, -0.4, -0.3], [0.6, 1.2, -0.9], [1.3, -1.1, 0.1], [0.2, 0.2, -0.8], [-0.5, 0.8, 0.1], [0.1, 0.1, -1.6], [-0.2, -0.4, 1.7], [-0.3, 0.2, 0.5], [0.7, 1.7, 2.1], [0.3, 0.6, 0.7]]}

{"formula": "C35H38BF3O4S", "method": "ωB97M-V/def2-TZVPD", "orbital_gap_ev": 7.3, "e_lumo_ev": 0.13, "total_energy_ha": -2380.11089, "de_lowest_kj_mol": 0.0, "species": ["C", "O", "C", "C", "C", "C", "C", "C", "C", "B", "O", "C", "C", "C", "C", "C", "C", "O", "C", "C", "C", "C", "O", "C", "C", "C", "C", "C", "H", "H", "H", "H", "H", "H", "H", "H", "H", "H", "H", "H", "H", "H", "H", "H", "H", "H", "H", "H", "H", "H", "H", "H", "H", "H", "H", "H", "H", "C", "C", "C", "C", "C", "C", "C", "C", "C", "C", "F", "F", "F", "C", "C", "S", "H", "H", "H", "H", "H", "H", "H", "H", "H"], "xyz": [[-0.74634, -5.55782, -4.08993], [0.31029, -4.72145, -4.61375], [0.92172, -3.81767, -3.79567], [2.11458, -3.22244, -4.28462], [2.73149, -2.23038, -3.55683], [2.15399, -1.70465, -2.36791], [2.78872, -0.57220, -1.71727], [2.42708, 0.08425, -0.55643], [1.02090, 0.54157, -0.22230], [0.43769, 0.30303, -1.86341], [-0.73585, -0.25542, -2.24610], [-1.08312, 0.37473, -3.52213], [-0.99664, -0.68021, -4.59858], [-2.51579, 0.82333, -3.38597], [-0.00573, 1.52160, -3.72272], [0.78390, 1.48857, -5.02100], [-0.51752, 2.94392, -3.53127], [0.96070, 1.28365, -2.68285], [0.57140, -0.17784, 1.02258], [1.36949, -0.03455, 2.16857], [1.07245, -0.64794, 3.36652], [-0.07960, -1.44234, 3.44956], [-0.43528, -1.87333, 4.69680], [-0.60899, -3.27936, 4.92573], [-0.89482, -1.63477, 2.31702], [-0.59613, -0.94041, 1.14141], [0.98495, -2.33323, -1.87741], [0.39501, -3.39109, -2.55488], [-0.86684, -6.34689, -4.83612], [-0.48023, -5.97922, -3.10855], [-1.68599, -4.99641, -3.99700], [2.52347, -3.58509, -5.22655], [3.68011, -1.80946, -3.89773], [3.69231, -0.21228, -2.22330], [3.21298, 0.37478, 0.14164], [0.96094, 1.62548, -0.05261], [-1.24599, -0.22912, -5.56886], [0.00514, -1.11988, -4.63301], [-1.69950, -1.49516, -4.39087], [-2.85031, 1.32277, -4.30117], [-3.15589, -0.04897, -3.20934], [-2.63679, 1.49605, -2.53182], [0.17590, 1.87891, -5.84627], [1.66968, 2.13006, -4.91324], [1.14184, 0.48325, -5.27640], [-1.27128, 3.20219, -4.28714], [-0.95539, 3.09668, -2.53885], [0.32476, 3.64169, -3.61984], [2.26880, 0.58008, 2.11587], [1.66425, -0.49403, 4.26982], [-0.22431, -3.42779, 5.93634], [-1.68205, -3.50615, 4.90011], [-0.06565, -3.89921, 4.19440], [-1.75443, -2.30706, 2.37900], [-1.26703, -0.97755, 0.28156], [0.57001, -2.04937, -0.90740], [-0.50108, -3.88004, -2.15732], [1.06815, 4.92954, -0.21211], [0.35840, 4.04509, 0.73646], [-0.92909, 3.55862, 0.55448], [-1.33000, 2.67626, 1.58567], [-0.35499, 2.51111, 2.56930], [-0.61799, 2.05612, 3.91651], [-1.78835, 1.31386, 4.19555], [-1.88701, 0.61011, 5.38317], [-0.84980, 0.69444, 6.30455], [-0.79410, -0.22849, 7.48773], [0.26470, -1.09723, 7.37732], [-0.60621, 0.44679, 8.66344], [-1.90880, -0.99672, 7.61310], [0.17631, 1.63023, 6.16698], [0.28491, 2.32201, 4.97402], [1.06882, 3.47148, 2.18787], [0.35486, 5.50993, -0.81025], [1.70775, 5.62600, 0.33559], [1.69444, 4.33939, -0.89650], [-1.57226, 3.87807, -0.26662], [-2.33103, 2.26564, 1.65005], [-2.58669, 1.26509, 3.45487], [-2.75425, -0.00104, 5.60833], [0.86761, 1.80031, 6.99194], [1.08863, 3.05756, 4.85602]], "forces_ev_per_a": [[0.5, 0.5, -0.1], [-0.1, -0.5, 0.4], [0.0, 0.8, 0.4], [-0.7, -0.7, 0.2], [-0.3, 0.6, 0.4], [-1.0, -0.2, -0.9], [0.6, 0.6, 1.7], [0.7, 0.1, -0.9], [-0.4, -2.5, -2.4], [-0.2, 2.3, 3.6], [0.0, 0.6, -0.7], [0.1, -0.4, 0.0], [0.1, -0.4, -0.3], [-0.3, 0.3, 0.1], [0.4, 0.2, 0.0], [0.0, -0.2, -0.5], [-0.3, 0.2, 0.2], [-0.7, -0.6, -0.1], [-0.6, -0.1, 0.7], [0.4, -0.1, -0.3], [-0.7, -0.3, 0.1], [-0.1, 0.2, -0.6], [0.2, -0.6, -0.1], [-0.2, 0.5, -0.1], [0.4, 0.2, 0.6], [0.4, -0.1, -0.3], [0.8, -0.4, 0.2], [0.0, -0.5, -0.9], [0.0, 0.1, 0.2], [0.0, 0.1, -0.3], [0.2, 0.0, 0.0], [0.0, 0.1, 0.2], [-0.3, -0.1, 0.0], [0.5, -0.8, 0.7], [0.3, 0.8, -0.7], [0.4, -0.2, -0.3], [0.1, -0.3, 0.1], [-0.2, 0.0, -0.1], [0.1, 0.2, 0.0], [0.0, 0.0, 0.2], [0.2, 0.1, -0.1], [0.0, 0.0, -0.2], [0.1, -0.1, 0.0], [-0.3, -0.1, 0.0], [-0.1, 0.3, 0.1], [0.2, 0.0, 0.2], [0.0, -0.1, -0.1], [-0.2, -0.2, -0.1], [-0.2, -0.1, 0.0], [-0.1, -0.1, -0.3], [-0.1, -0.3, -0.1], [0.2, -0.2, 0.0], [-0.1, 0.3, 0.2], [0.1, 0.4, 0.0], [0.1, -0.2, 0.2], [0.2, 0.0, -0.4], [0.4, 0.3, -0.1], [0.5, 0.3, -0.2], [-1.5, -0.3, -0.3], [0.9, 0.2, 0.2], [0.9, 0.2, 0.6], [-1.0, 1.7, -0.9], [0.1, -0.5, 1.0], [0.5, 0.2, -0.1], [0.1, 0.2, 0.1], [0.0, 0.1, 0.6], [0.2, -0.4, 0.2], [-0.7, 0.6, 0.3], [-0.2, -0.6, -0.7], [0.7, 0.5, 0.1], [-0.3, -0.2, -0.1], [-0.1, -0.1, -0.4], [-0.9, -0.5, -0.2], [0.1, -0.2, 0.1], [0.0, 0.0, -0.2], [-0.1, 0.2, 0.1], [0.3, -0.2, 0.2], [0.2, 0.0, 0.0], [0.3, -0.2, 0.2], [0.2, 0.0, -0.2], [-0.1, -0.1, -0.3], [-0.3, -0.4, -0.1]]}

{"formula": "C9H24CdIO3", "method": "ωB97M-V/def2-TZVPD", "orbital_gap_ev": 4.2, "e_lumo_ev": -8.46, "total_energy_ha": -1048.13480, "de_lowest_kj_mol": 0.0, "charge": 1, "species": ["Cd", "I", "C", "C", "C", "O", "H", "H", "H", "H", "H", "H", "H", "H", "C", "C", "C", "O", "H", "H", "H", "H", "H", "H", "H", "H", "C", "C", "C", "O", "H", "H", "H", "H", "H", "H", "H", "H"], "xyz": [[5.23764, -0.23916, -2.45958], [2.75468, -0.33805, -1.53779], [0.51177, -2.00748, 2.54464], [-0.14026, -2.80567, 1.41859], [-1.38034, -2.12338, 0.89271], [0.79008, -3.04095, 0.33935], [1.31855, -2.59006, 2.99278], [-0.19955, -1.80562, 3.34762], [0.90274, -1.06274, 2.15940], [-0.40978, -3.79863, 1.77531], [-1.13432, -1.11635, 0.53982], [-2.14159, -2.05856, 1.66935], [-1.78390, -2.69720, 0.05744], [1.08022, -2.18754, 0.01724], [-1.29974, -1.46266, -2.99572], [-1.13983, 0.02934, -3.22109], [-1.07234, 0.78672, -1.90586], [0.01777, 0.31141, -4.01979], [-1.32924, -1.99009, -3.94906], [-2.23210, -1.69494, -2.47715], [-0.46004, -1.84608, -2.40525], [-1.96421, 0.41442, -3.82072], [-0.14915, 0.53025, -1.36355], [-1.91891, 0.53105, -1.26582], [-1.06509, 1.86393, -2.06781], [0.76665, -0.08135, -3.56418], [0.23137, 2.62929, 2.93631], [0.51781, 2.08891, 1.56754], [0.40229, 3.15443, 0.50761], [1.84739, 1.56059, 1.59175], [1.05907, 3.25579, 3.27983], [0.04770, 1.84901, 3.66900], [-0.64261, 3.28731, 2.89831], [-0.19224, 1.27207, 1.36965], [0.65219, 2.74370, -0.47543], [1.11103, 3.95088, 0.74262], [-0.60082, 3.57566, 0.45231], [2.00708, 1.11176, 0.75963]], "forces_ev_per_a": [[-0.8, 0.0, 0.3], [0.9, 0.0, -0.4], [0.0, -0.6, 0.0], [0.2, 0.2, 0.0], [-0.1, -0.1, -0.2], [-0.2, -0.3, 0.4], [0.1, 0.2, -0.1], [-0.1, 0.1, -0.1], [0.0, 0.1, 0.1], [0.1, -0.1, 0.0], [-0.1, 0.0, 0.0], [0.0, 0.1, 0.0], [-0.1, 0.1, 0.0], [0.0, 0.3, 0.0], [-0.1, 0.0, -0.3], [0.1, 0.1, 0.0], [-0.1, 0.1, 0.0], [-0.1, 0.0, 0.1], [0.1, 0.0, 0.0], [0.1, 0.1, 0.1], [-0.1, -0.1, 0.1], [-0.1, 0.0, 0.0], [-0.1, -0.1, 0.0], [0.0, 0.0, 0.0], [0.0, 0.0, 0.0], [0.1, -0.1, -0.1], [-0.2, 0.6, 0.4], [-0.2, -0.3, 0.0], [0.2, 0.1, -0.3], [0.1, -0.2, 0.2], [0.0, -0.1, 0.0], [0.1, -0.1, 0.0], [0.0, -0.2, 0.0], [0.0, 0.0, -0.1], [0.0, 0.1, 0.0], [0.0, 0.1, -0.1], [0.0, 0.0, 0.0], [0.0, 0.0, -0.1]]}